1.
# C46H39BN6O3PPtSi

A molecular structure, C46H39BN6O3PPtSi (ωB97M-V/def2-TZVPD, OMol25).

CARTESIAN COORDINATES (ANGSTROEM)
1 Pt 0.061 -0.057 -0.322
2 C 3.826 -0.232 1.717
3 C 2.826 -0.849 0.974
4 N 1.789 -0.026 0.827
5 N 2.094 1.124 1.465
6 C 3.313 1.019 2.004
7 B 1.054 2.266 1.663
8 N 0.655 2.731 0.233
9 C 0.561 3.965 -0.274
10 C 0.205 3.880 -1.608
11 C 0.089 2.518 -1.857
12 N 0.387 1.845 -0.745
13 N -0.139 1.688 2.421
14 C -0.614 1.963 3.652
15 C -1.599 1.047 3.945
16 C -1.661 0.223 2.812
17 N -0.779 0.620 1.905
18 H 4.774 -0.644 2.013
19 H 2.802 -1.849 0.580
20 H 3.722 1.837 2.573
21 H 1.542 3.175 2.267
22 H 0.758 4.820 0.350
23 H 0.031 4.689 -2.294
24 H -0.186 1.982 -2.750
25 H -0.213 2.782 4.226
26 H -2.190 0.984 4.841
27 H -2.306 -0.616 2.612
28 O -0.525 -3.242 1.525
29 C -0.154 -3.265 0.407
30 O -0.239 -2.100 -0.411
31 C 0.398 -4.335 -0.439
32 C 0.430 -5.679 -0.094
33 C 0.909 -6.574 -1.034
34 C 1.338 -6.130 -2.285
35 C 1.314 -4.782 -2.616
36 C 0.842 -3.880 -1.674
37 P 0.684 -2.069 -1.842
38 C 2.371 -1.531 -2.167
39 C 3.450 -2.406 -2.045
40 C 4.735 -1.954 -2.309
41 C 4.943 -0.640 -2.697
42 C 3.869 0.236 -2.819
43 C 2.589 -0.202 -2.539
44 C -0.371 -1.887 -3.262
45 C 0.143 -1.422 -4.470
46 C -0.650 -1.468 -5.608
47 C -1.936 -1.980 -5.540
48 C -2.445 -2.442 -4.332
49 C -1.668 -2.397 -3.191
50 H 0.074 -6.003 0.875
51 H 0.941 -7.630 -0.804
52 H 1.694 -6.850 -3.010
53 H 1.647 -4.448 -3.591
54 H 3.300 -3.431 -1.738
55 H 5.572 -2.630 -2.205
56 H 5.947 -0.292 -2.901
57 H 4.035 1.263 -3.116
58 H 1.756 0.486 -2.584
59 H 1.155 -1.047 -4.540
60 H -0.255 -1.108 -6.548
61 H -2.550 -2.013 -6.429
62 H -3.453 -2.830 -4.278
63 H -2.076 -2.741 -2.248
64 O -1.561 0.028 -1.441
65 Si -3.043 0.692 -1.404
66 C -3.081 2.487 -0.837
67 C -2.648 2.845 0.443
68 C -2.696 4.161 0.880
69 C -3.189 5.154 0.045
70 C -3.643 4.820 -1.223
71 C -3.590 3.500 -1.655
72 C -4.183 -0.297 -0.295
73 C -5.479 0.157 -0.033
74 C -6.334 -0.555 0.795
75 C -5.904 -1.738 1.385
76 C -4.620 -2.202 1.146
77 C -3.773 -1.484 0.310
78 C -3.691 0.666 -3.168
79 C -4.887 0.039 -3.524
80 C -5.353 0.062 -4.833
81 C -4.627 0.714 -5.819
82 C -3.431 1.338 -5.490
83 C -2.973 1.309 -4.181
84 H -2.284 2.082 1.121
85 H -2.361 4.409 1.881
86 H -3.234 6.180 0.386
87 H -4.044 5.586 -1.874
88 H -3.952 3.261 -2.647
89 H -5.823 1.091 -0.467
90 H -7.333 -0.186 0.987
91 H -6.571 -2.293 2.032
92 H -4.276 -3.119 1.609
93 H -2.768 -1.850 0.130
94 H -5.469 -0.477 -2.770
95 H -6.289 -0.424 -5.080
96 H -4.993 0.742 -6.837
97 H -2.859 1.854 -6.252
98 H -2.043 1.816 -3.943

E_HOMO: -10.75 eV
E_LUMO: -3.45 eV
Relative energy (zero: lowest compared OMol25 entry of this formula, charge and spin): 20.1 kcal per mole
Net charge: +1
E: -3105.567012 hartree
Maximum force: 0.464 eV/Å

---

2.
# C46H39CaFN8O4SSe

A molecular structure, C46H39CaFN8O4SSe in a non-equilibrium geometry (ωB97M-V/def2-TZVPD, OMol25).

CARTESIAN COORDINATES (ANGSTROEM)
1 Ca -0.184 -0.387 0.546
2 N 0.149 3.863 -0.480
3 C 0.435 2.599 -0.990
4 S 2.067 2.326 -1.387
5 N -0.580 1.843 -1.265
6 N -0.442 0.536 -1.469
7 C -1.088 -0.054 -2.404
8 C -1.040 -1.468 -2.647
9 C -1.594 -1.944 -3.836
10 C -1.503 -3.268 -4.222
11 C -0.850 -4.170 -3.387
12 C -0.336 -3.752 -2.185
13 C -0.398 -2.396 -1.744
14 O 0.072 -2.085 -0.615
15 H 0.959 4.261 -0.022
16 H -0.658 3.853 0.131
17 H -1.677 0.545 -3.121
18 H -2.092 -1.236 -4.495
19 H -1.926 -3.597 -5.166
20 H -0.747 -5.212 -3.681
21 H 0.138 -4.469 -1.523
22 C -4.259 -2.808 -1.297
23 C -5.242 -1.886 -1.627
24 C -5.124 -0.592 -1.166
25 C -4.014 -0.241 -0.381
26 N -3.088 -1.146 -0.054
27 C -3.204 -2.374 -0.501
28 C -3.814 1.109 0.140
29 C -4.625 2.188 -0.250
30 C -4.412 3.427 0.316
31 C -3.364 3.577 1.215
32 C -2.586 2.459 1.510
33 N -2.813 1.267 1.010
34 H -4.301 -3.828 -1.648
35 H -6.101 -2.173 -2.223
36 H -5.888 0.131 -1.414
37 H -2.425 -3.060 -0.209
38 H -5.411 2.068 -0.984
39 H -5.051 4.265 0.051
40 H -3.151 4.535 1.668
41 H -1.735 2.534 2.172
42 C 4.336 1.171 5.825
43 C 5.276 1.050 4.623
44 C 6.244 -0.113 4.844
45 C 7.131 -0.303 3.621
46 C 6.248 -0.591 2.441
47 C 6.663 -1.426 1.420
48 C 5.812 -1.694 0.357
49 F 6.260 -2.520 -0.635
50 C 4.549 -1.166 0.299
51 C 4.119 -0.326 1.328
52 C 2.727 0.153 1.271
53 O 1.954 -0.325 0.454
54 C 2.450 1.198 2.225
55 C 3.342 1.496 3.191
56 N 4.526 0.838 3.391
57 C 4.963 -0.022 2.408
58 C 1.123 1.969 2.182
59 O 1.111 3.074 2.742
60 O 0.175 1.394 1.624
61 H 4.908 1.127 6.750
62 H 3.621 0.353 5.812
63 H 3.786 2.105 5.814
64 H 5.854 1.983 4.524
65 H 5.667 -1.024 5.015
66 H 6.851 0.086 5.730
67 H 7.831 -1.130 3.772
68 H 7.716 0.609 3.448
69 H 7.651 -1.863 1.437
70 H 3.851 -1.369 -0.499
71 H 3.116 2.311 3.863
72 C 0.541 -6.128 2.088
73 N 1.480 -5.937 1.023
74 C 2.232 -4.804 0.871
75 Se 2.594 -3.588 2.148
76 N 2.886 -4.910 -0.318
77 C 2.612 -6.119 -0.897
78 C 3.106 -6.736 -2.036
79 C 2.715 -8.053 -2.268
80 C 1.849 -8.714 -1.413
81 C 1.320 -8.091 -0.283
82 C 1.721 -6.785 -0.030
83 H 0.445 -5.181 2.621
84 H 0.888 -6.891 2.789
85 H -0.429 -6.420 1.681
86 H 3.434 -4.158 -0.703
87 H 3.780 -6.221 -2.703
88 H 3.106 -8.573 -3.132
89 H 1.578 -9.741 -1.623
90 H 0.654 -8.624 0.378
91 C -2.511 -2.348 4.724
92 C -2.212 -3.253 3.721
93 C -1.480 -2.849 2.610
94 C -1.019 -1.544 2.450
95 C -1.317 -0.667 3.492
96 C -2.045 -1.049 4.608
97 H -3.101 -2.648 5.588
98 H -2.556 -4.283 3.813
99 H -1.266 -3.589 1.844
100 H -0.969 0.353 3.430
101 H -2.253 -0.331 5.396

E_HOMO: -1.07 eV
E_LUMO: 3.86 eV
Relative energy (zero: lowest compared OMol25 entry of this formula, charge and spin): 54.5 kcal per mole
Net charge: -2
E: -6092.599955 hartree
Maximum force: 2.232 eV/Å